[1]
{"formula": "C69H152N8O8", "method": "ωB97M-V/def2-TZVPD", "charge": 6, "elements": ["C", "C", "C", "O", "C", "C", "C", "O", "O", "O", "H", "H", "C", "C", "C", "O", "C", "N", "H", "H", "H", "H", "H", "H", "H", "H", "H", "H", "H", "H", "C", "N", "C", "C", "C", "C", "O", "H", "H", "H", "H", "H", "H", "H", "H", "H", "H", "H", "H", "H", "H", "C", "N", "C", "C", "C", "C", "O", "H", "H", "H", "H", "H", "H", "H", "H", "H", "H", "H", "H", "H", "H", "C", "N", "C", "C", "C", "C", "O", "H", "H", "H", "H", "H", "H", "H", "H", "H", "H", "H", "H", "H", "H", "C", "C", "C", "C", "N", "C", "C", "C", "C", "C", "C", "C", "H", "H", "H", "H", "H", "H", "H", "H", "H", "H", "H", "H", "H", "H", "H", "H", "H", "H", "H", "H", "H", "H", "H", "H", "C", "C", "C", "C", "N", "C", "C", "C", "C", "C", "C", "C", "H", "H", "H", "H", "H", "H", "H", "H", "H", "H", "H", "H", "H", "H", "H", "H", "H", "H", "H", "H", "H", "H", "H", "H", "C", "C", "C", "C", "N", "C", "C", "C", "C", "C", "C", "C", "H", "H", "H", "H", "H", "H", "H", "H", "H", "H", "H", "H", "H", "H", "H", "H", "H", "H", "H", "H", "H", "H", "H", "H", "C", "C", "C", "C", "N", "C", "C", "C", "C", "C", "C", "C", "H", "H", "H", "H", "H", "H", "H", "H", "H", "H", "H", "H", "H", "H", "H", "H", "H", "H", "H", "H", "H", "H", "H", "H"], "xyz": [[0.589, 1.705, 0.776], [-0.502, 1.768, -0.075], [-0.689, 0.753, -1.203], [-1.637, 0.821, -2.030], [0.229, -0.307, -1.325], [1.393, -0.396, -0.498], [1.596, 0.682, 0.629], [2.507, 0.572, 1.455], [2.376, -1.141, -0.702], [-1.408, 2.625, 0.176], [0.669, 2.315, 1.662], [0.102, -1.117, -2.025], [1.378, -1.915, -4.127], [1.665, -3.152, -3.292], [1.388, -4.437, -4.063], [2.164, -5.494, -3.565], [2.395, -6.517, -4.552], [3.103, -3.154, -2.863], [3.221, -2.368, -2.205], [3.461, -3.992, -2.400], [3.679, -3.026, -3.700], [0.326, -1.813, -4.398], [1.902, -1.953, -5.084], [1.588, -1.013, -3.552], [1.064, -3.107, -2.385], [1.489, -4.255, -5.141], [0.316, -4.672, -3.992], [2.991, -7.291, -4.076], [2.955, -6.148, -5.412], [1.429, -6.923, -4.854], [5.463, 0.616, -0.231], [6.130, -0.415, 0.626], [5.165, -0.958, 1.663], [6.543, -1.606, -0.203], [7.331, 0.215, 1.314], [8.387, -0.771, 1.754], [7.874, -1.867, 2.490], [6.252, 1.149, -0.752], [4.905, 1.240, 0.467], [4.743, 0.136, -0.889], [5.008, -0.166, 2.391], [5.669, -1.765, 2.185], [4.276, -1.247, 1.109], [5.666, -1.903, -0.767], [6.999, -2.381, 0.402], [7.311, -1.235, -0.885], [6.989, 0.914, 2.079], [7.791, 0.899, 0.597], [9.076, -0.223, 2.406], [9.008, -1.073, 0.902], [8.589, -2.204, 3.042], [1.139, 4.478, -2.060], [2.012, 3.688, -2.968], [3.102, 4.499, -3.642], [2.726, 2.722, -2.059], [1.254, 2.932, -4.028], [0.153, 3.779, -4.669], [0.592, 5.076, -5.020], [0.790, 5.370, -2.577], [1.707, 4.851, -1.208], [0.341, 3.840, -1.686], [2.627, 5.331, -4.155], [3.629, 3.861, -4.342], [3.780, 4.887, -2.885], [3.399, 2.072, -2.626], [1.932, 2.114, -1.631], [3.393, 3.277, -1.406], [0.763, 2.054, -3.596], [2.017, 2.510, -4.679], [-0.672, 3.813, -3.949], [-0.175, 3.259, -5.571], [0.125, 5.337, -5.821], [-3.829, -1.482, -0.516], [-4.595, -2.196, -1.617], [-4.555, -1.358, -2.856], [-3.841, -3.475, -1.920], [-5.991, -2.449, -1.137], [-6.963, -3.016, -2.186], [-6.658, -4.374, -2.485], [-3.933, -2.092, 0.372], [-4.282, -0.499, -0.410], [-2.812, -1.336, -0.876], [-3.499, -1.328, -3.132], [-4.866, -0.343, -2.634], [-5.057, -1.786, -3.718], [-2.788, -3.252, -2.031], [-4.411, -3.980, -2.696], [-3.991, -4.072, -1.017], [-6.403, -1.495, -0.789], [-5.972, -3.014, -0.204], [-6.961, -2.492, -3.138], [-7.945, -3.006, -1.706], [-7.018, -4.942, -1.796], [-4.552, 1.077, -6.371], [-3.805, 1.820, -5.242], [-4.708, 2.345, -4.130], [-4.029, 3.290, -3.135], [-4.911, 3.462, -1.924], [-4.213, 4.412, -0.994], [-4.743, 4.104, 0.405], [-5.112, 2.615, 0.333], [-4.922, 2.189, -1.118], [-6.311, 3.952, -2.256], [-6.321, 5.246, -3.083], [-7.558, 6.085, -2.764], [-5.408, 1.662, -6.698], [-4.756, 0.048, -6.080], [-3.872, 1.016, -7.221], [-3.277, 2.667, -5.694], [-3.013, 1.163, -4.866], [-5.200, 1.514, -3.623], [-5.452, 2.969, -4.633], [-3.888, 4.228, -3.668], [-3.079, 2.867, -2.801], [-4.344, 5.439, -1.333], [-3.130, 4.287, -1.025], [-5.483, 4.772, 0.841], [-3.920, 4.160, 1.122], [-6.096, 2.318, 0.701], [-4.429, 2.055, 0.975], [-5.639, 1.433, -1.424], [-3.898, 1.815, -1.222], [-6.739, 4.213, -1.288], [-6.846, 3.143, -2.743], [-6.424, 5.066, -4.156], [-5.409, 5.833, -2.963], [-7.590, 6.550, -1.772], [-8.411, 5.404, -2.683], [-7.720, 6.876, -3.489], [0.925, -4.005, 0.371], [0.864, -5.085, 1.470], [0.563, -6.505, 0.981], [1.816, -7.249, 0.497], [1.578, -8.743, 0.375], [1.469, -9.403, 1.763], [1.889, -10.834, 1.531], [3.017, -10.762, 0.509], [2.834, -9.418, -0.203], [0.379, -9.071, -0.471], [0.406, -8.518, -1.878], [-0.908, -8.887, -2.601], [-0.007, -3.914, -0.196], [1.705, -4.121, -0.385], [1.112, -3.060, 0.883], [0.065, -4.861, 2.180], [1.805, -5.008, 2.019], [-0.269, -6.477, 0.277], [0.204, -7.049, 1.860], [2.593, -7.151, 1.251], [2.173, -6.900, -0.470], [0.456, -9.336, 2.158], [2.116, -8.854, 2.448], [1.034, -11.363, 1.114], [2.199, -11.273, 2.476], [2.961, -11.587, -0.199], [4.019, -10.774, 0.931], [2.943, -9.388, -1.280], [3.609, -8.750, 0.183], [-0.472, -8.725, 0.122], [0.217, -10.149, -0.509], [1.250, -8.927, -2.435], [0.519, -7.434, -1.953], [-1.383, -9.813, -2.287], [-0.719, -8.923, -3.673], [-1.613, -8.065, -2.460], [4.145, 4.167, 2.047], [3.268, 5.209, 2.724], [1.745, 5.092, 2.411], [0.831, 6.171, 2.999], [-0.628, 6.047, 2.617], [-1.375, 7.223, 3.312], [-2.265, 6.635, 4.384], [-2.474, 5.213, 3.954], [-1.170, 4.801, 3.304], [-0.939, 5.961, 1.147], [-0.408, 7.132, 0.325], [-1.223, 7.191, -0.979], [4.053, 3.174, 2.498], [5.205, 4.387, 2.183], [3.923, 4.116, 0.980], [3.487, 6.199, 2.311], [3.491, 5.263, 3.789], [1.442, 4.072, 2.665], [1.647, 5.208, 1.326], [1.219, 7.098, 2.578], [0.880, 6.127, 4.084], [-1.963, 7.697, 2.526], [-0.610, 7.948, 3.578], [-3.188, 7.200, 4.525], [-1.894, 6.692, 5.412], [-3.372, 5.066, 3.348], [-2.690, 4.560, 4.805], [-1.219, 3.907, 2.679], [-0.439, 4.538, 4.072], [-2.031, 5.903, 1.150], [-0.627, 4.974, 0.793], [0.638, 6.921, 0.089], [-0.465, 8.046, 0.912], [-1.228, 8.181, -1.435], [-2.269, 7.013, -0.720], [-0.900, 6.510, -1.764], [-2.411, -0.828, 2.225], [-1.985, -0.278, 3.588], [-0.453, -0.231, 3.758], [-0.041, 0.244, 5.142], [1.420, 0.683, 5.231], [1.812, 1.034, 6.654], [1.669, 2.549, 6.759], [2.098, 3.048, 5.369], [1.615, 1.958, 4.395], [2.336, -0.395, 4.704], [2.229, -1.741, 5.431], [3.086, -2.840, 4.831], [-1.848, -1.715, 1.930], [-2.324, -0.073, 1.442], [-3.447, -1.118, 2.411], [-2.383, -0.884, 4.409], [-2.419, 0.710, 3.756], [-0.223, 0.534, 3.004], [0.038, -1.135, 3.402], [-0.083, -0.557, 5.879], [-0.635, 1.059, 5.555], [2.862, 0.745, 6.752], [1.314, 0.369, 7.355], [2.274, 3.099, 7.476], [0.620, 2.715, 7.015], [3.181, 3.145, 5.418], [1.593, 4.006, 5.257], [2.282, 1.739, 3.566], [0.638, 2.272, 4.033], [3.334, 0.016, 4.854], [2.160, -0.558, 3.642], [1.204, -2.102, 5.519], [2.578, -1.564, 6.453], [4.146, -2.574, 4.860], [2.831, -3.049, 3.786], [3.025, -3.808, 5.326]], "forces_ev_per_angstrom": [[1.625, -1.754, -0.898], [-1.443, 1.594, 1.377], [-0.738, -0.932, -1.495], [0.164, 0.742, 1.003], [1.644, -0.332, 1.804], [0.114, 1.350, -0.760], [-1.792, 0.589, 0.737], [0.662, -0.431, -0.301], [0.187, -0.765, -0.236], [0.020, -0.555, -1.057], [-0.138, 0.312, -0.139], [-0.337, 0.226, -0.298], [0.078, 0.150, -0.098], [-0.704, -0.406, -0.089], [-0.866, -0.066, -0.370], [0.449, 0.237, -0.220], [-0.178, -0.182, 0.340], [0.398, 0.790, -0.054], [-0.143, 0.260, 0.047], [-0.631, -0.362, -0.197], [0.143, 0.127, 0.146], [-0.097, -0.415, 0.198], [0.263, 0.158, 0.129], [0.314, 0.031, -0.164], [0.272, -0.111, 0.208], [0.701, -0.173, 0.015], [-0.010, 0.030, 0.295], [-0.073, -0.013, 0.064], [-0.133, 0.192, -0.027], [0.098, -0.125, -0.204], [-0.066, -0.248, 0.803], [0.222, -0.943, 0.590], [0.581, 0.401, -0.126], [0.670, 1.218, -0.566], [0.002, 0.351, -0.483], [0.957, 0.361, 0.704], [-0.194, 0.064, -0.218], [-0.201, 0.114, -0.232], [0.065, 0.294, -0.229], [0.052, -0.070, -0.015], [-0.484, 0.067, -0.183], [-0.087, -0.136, -0.199], [-0.266, 0.063, 0.341], [-0.002, -0.290, 0.116], [-0.372, -0.045, 0.196], [-0.116, -0.166, -0.215], [-0.358, -0.553, 0.321], [0.152, -0.312, -0.215], [-0.081, 0.241, -0.223], [-0.287, -0.275, -0.036], [-0.082, -0.132, 0.020], [-0.086, 0.810, -0.119], [1.465, -0.464, 0.449], [-0.598, 0.739, 0.217], [-0.035, -0.654, -0.982], [-0.288, -0.124, 0.072], [0.289, -0.234, -0.319], [-0.072, -0.227, 0.127], [-0.274, -0.275, -0.223], [0.279, -0.295, -0.056], [-0.110, 0.059, -0.110], [0.126, -0.121, -0.138], [0.015, -0.029, 0.017], [-0.026, -0.091, 0.080], [-0.284, 0.061, -0.363], [0.382, 0.047, 0.672], [-0.527, 0.063, 0.476], [-0.039, 0.211, 0.421], [-0.089, 0.422, -0.379], [-0.116, 0.111, -0.128], [-0.148, -0.244, 0.197], [0.131, 0.231, 0.002], [-0.628, 0.015, -1.121], [0.711, 0.101, -0.128], [1.061, 0.129, -0.040], [-1.563, -0.155, 1.276], [-0.928, 0.793, -0.236], [0.231, -1.370, 1.058], [0.383, 0.178, -0.118], [0.242, 0.104, 0.123], [-0.034, -0.046, 0.315], [0.108, -0.117, 0.267], [0.001, 0.300, 0.036], [-0.262, -0.072, -0.013], [-0.403, -0.169, 0.358], [-0.029, 0.014, -0.522], [0.614, -0.051, -0.373], [0.290, -0.169, -0.106], [0.239, 0.236, -0.353], [0.269, -0.543, -0.333], [-0.163, 0.257, 0.172], [-0.107, 0.547, -0.307], [-0.131, -0.077, -0.129], [0.988, 0.540, 0.302], [0.331, -0.061, -0.292], [0.061, 0.386, -0.496], [-0.468, -1.156, -0.859], [0.799, 0.129, -0.378], [-0.116, 1.077, 0.581], [0.697, -0.237, 0.668], [-0.454, -0.588, 0.501], [0.906, 0.063, 0.594], [0.611, 1.016, 0.178], [-0.392, 0.277, -0.480], [-0.457, -0.299, 1.033], [-0.303, -0.390, 0.043], [-0.572, 0.076, -0.030], [-0.098, -0.074, -0.079], [-0.069, 0.099, 0.046], [-0.047, 0.061, 0.291], [-0.115, 0.040, -0.033], [-0.390, -0.416, 0.064], [0.067, 0.277, 0.492], [-0.016, 0.165, 0.222], [-0.464, -0.082, 0.016], [-0.096, -0.774, -0.170], [-0.425, -0.084, -0.598], [0.166, 0.217, -0.220], [-0.179, 0.589, -0.084], [0.126, -0.073, -0.209], [-0.192, 0.372, -0.444], [-0.100, -0.225, -0.151], [-0.239, -0.420, 0.042], [-0.084, -0.054, 0.127], [0.381, -0.443, 0.034], [-0.011, -0.041, 0.115], [0.618, 0.055, -0.034], [-0.188, 0.215, -0.640], [-0.147, -0.165, -0.146], [-0.324, 0.110, 0.466], [-0.024, 0.167, -0.794], [0.595, -0.180, 0.735], [-0.994, -0.308, -0.158], [0.490, -0.601, -0.325], [-0.279, 0.207, -0.257], [0.111, 0.206, 0.188], [-0.109, -0.194, -0.810], [0.941, 1.021, 1.396], [-0.593, 0.280, 0.609], [-0.294, -0.315, -0.467], [0.219, 0.823, -0.249], [-0.129, -0.046, 0.194], [0.230, -0.314, 0.265], [-0.018, 0.176, -0.331], [0.078, 0.381, -0.052], [-0.036, -0.374, 0.139], [0.194, -0.091, -0.259], [-0.096, -0.078, -0.097], [0.139, 0.091, -0.116], [0.060, 0.033, -0.001], [-0.079, 0.178, -0.257], [0.215, -0.037, -0.183], [0.107, -0.346, 0.232], [-0.160, -0.255, -0.098], [0.012, -0.047, 0.078], [-0.110, -0.139, 0.230], [-0.679, -0.093, -0.089], [0.178, -0.110, -0.236], [-0.095, 0.249, -0.320], [0.548, -0.069, 0.004], [-0.006, -0.182, 0.086], [0.053, 0.043, 0.379], [0.184, -0.100, 0.044], [-0.101, -0.222, 0.006], [-0.212, -0.215, 0.118], [0.061, -0.257, 0.291], [-0.801, 1.217, -0.320], [0.207, -0.830, -0.266], [1.093, -0.535, -0.794], [0.240, -0.628, 1.139], [0.229, 0.284, -1.031], [-0.238, 0.655, 1.039], [-0.777, -1.095, 0.365], [-0.041, -0.332, 0.483], [-0.159, -0.087, 0.390], [-0.104, -0.989, -0.348], [-0.380, 0.857, 0.249], [-0.460, -0.043, -0.176], [-0.065, 0.392, -0.158], [0.060, -0.145, -0.026], [0.602, -0.004, 0.200], [-0.211, -0.049, 0.080], [-0.359, 0.093, -0.036], [0.088, -0.396, -0.061], [-0.274, 0.349, 0.471], [-0.124, 0.531, 0.060], [-0.116, -0.087, 0.051], [-0.156, -0.032, 0.444], [-0.080, -0.024, -0.621], [0.754, -0.134, -0.300], [0.320, 0.254, -0.492], [0.221, 0.078, 0.071], [-0.094, 0.438, -0.606], [-0.105, 0.220, 0.158], [-0.010, 0.254, -0.201], [0.259, 0.122, -0.013], [0.100, 0.340, 0.117], [-0.044, 0.183, -0.248], [0.277, 0.037, 0.116], [-0.047, -0.179, -0.263], [0.000, -0.280, 0.226], [-0.348, 0.094, 0.916], [0.625, -0.792, 0.836], [-0.720, 1.717, -0.831], [0.834, -0.741, 0.548], [-0.302, 0.147, -0.761], [1.297, -0.111, 0.210], [-0.682, -0.463, -0.094], [-0.557, -0.746, 0.815], [0.074, 0.640, 0.770], [0.078, -0.841, -0.061], [0.010, 0.215, 0.962], [0.603, -0.048, -0.734], [0.066, -0.003, 0.088], [-0.068, 0.008, -0.028], [-0.101, -0.002, -0.681], [-0.227, -0.184, -0.264], [0.142, 0.112, -0.140], [0.719, -0.060, 0.145], [-0.097, -0.243, 0.413], [-0.387, -0.079, -0.105], [-0.081, 0.132, -0.318], [0.051, 0.156, -0.133], [-0.506, 0.410, 0.014], [-0.001, -0.667, 0.475], [-0.009, 0.556, -0.257], [0.022, 0.227, -0.429], [0.387, 0.106, -0.608], [-0.106, -0.024, -0.111], [-0.026, -0.343, -0.241], [0.106, -0.071, -0.241], [-0.076, 0.474, -0.085], [-0.068, 0.157, -0.174], [-0.134, -0.230, 0.092], [-0.026, 0.070, -0.060], [-0.053, 0.223, -0.026], [-0.298, 0.226, 0.388]]}



[2]
{"formula": "C4H2F3NO", "method": "ωB97M-V/def2-TZVPD", "smiles": "N#C/C=C\\OC(F)(F)F", "relative_energy_kj_mol": 47.8, "elements": ["C", "C", "C", "C", "N", "O", "F", "F", "F", "H", "H"], "xyz": [[-0.503, -0.028, -0.049], [-1.257, 0.958, 0.430], [-1.457, 1.986, 1.448], [1.493, -1.280, -0.513], [-1.664, 2.759, 2.271], [0.596, -0.886, 0.418], [2.715, -1.232, 0.002], [1.572, -0.398, -1.585], [1.267, -2.523, -0.927], [-0.910, -0.503, -1.073], [-1.852, 1.147, -0.424]], "forces_ev_per_angstrom": [[0.571, -3.458, -2.154], [0.541, 0.794, 0.068], [1.024, -1.666, -0.076], [0.980, 1.423, -0.837], [-0.045, 0.069, -0.196], [-2.018, 2.271, 0.239], [-0.008, -0.409, 0.481], [-0.795, -1.326, 0.740], [-0.195, 0.443, -0.306], [1.205, 1.338, 2.433], [-1.259, 0.521, -0.391]]}



Number 1: E_HOMO -18.2 eV, calculated total energy -102259.592 eV. Number 2: E_HOMO -11.1 eV, calculated total energy -15868.307 eV.